No. 1
# C36H64FN4O4Si

A 2-piece molecular cluster, C36H64FN4O4Si overall at a distorted geometry (ωB97M-V with the def2-TZVPD basis set, OMol25).

Computed properties:
* molar mass: 664.016 g/mol
* multiplicity: 1
* E_HOMO: -9.689 eV
* E_tot: -63084.9288 eV
* charge: +1

Last column: Mulliken charge in e.
Geometry (Å):
C -5.92286 3.47324 -1.77370  -0.49
H 6.70045 -4.11444 4.88391  0.37
C 2.41457 3.75842 -0.12466  -1.07
H 8.06673 -1.68604 3.01872  0.10
C -4.83552 2.46237 -2.46743  -0.40
H -0.56752 -2.08169 -0.86668  0.31
H -7.74265 2.96027 -3.08882  0.27
C 11.00660 -1.83240 3.68509  -0.71
H -5.89071 4.57828 -2.15528  0.33
H 1.81195 4.75746 -0.37748  0.35
H -11.50625 1.47491 1.36385  0.29
C 1.37258 -2.61869 -4.25734  -0.13
N 0.49663 0.85238 -1.49791  1.11
H 8.71193 -3.22288 4.14824  0.08
H 3.19746 -1.34934 1.54163  0.32
H -3.95629 3.52782 -4.40463  0.30
H -11.39535 -0.84000 -4.41013  0.28
H -3.27482 4.15012 -2.72223  0.34
H -5.71800 3.43323 -0.59885  0.22
H 0.77831 0.47860 1.64825  0.52
H 7.97705 -2.52905 1.43388  0.36
H -10.12375 1.37803 -3.04944  0.21
H -11.41444 -3.36581 -0.14360  0.28
H -10.96574 3.29284 1.14987  0.25
H 9.55127 -5.85371 3.16814  0.43
H 4.08210 1.65105 0.58719  -0.09
C 2.93657 -0.18580 1.59629  -0.93
C -7.73308 0.91858 1.24284  -0.93
H 3.30471 -0.59126 -1.61450  0.26
H 0.38729 1.71345 -3.60172  0.47
H 5.32399 -1.05977 0.81144  0.38
C -2.35878 2.12473 -3.42737  0.01
C -10.58717 2.22431 1.45325  -1.08
H -1.14320 -1.34436 0.77449  0.37
Si -9.18864 1.66135 0.19384  0.38
H 6.87441 -4.47355 1.82150  0.39
H -10.15655 -1.21430 1.09730  0.20
C 7.42247 -1.95989 2.18452  0.00
C -1.22686 2.71099 -2.38654  -0.63
H -1.02719 0.93221 0.19247  0.60
C -3.64338 3.19225 -3.32160  -0.82
C -0.23876 -0.93110 -3.44005  -0.11
C 0.23304 1.98949 -2.44661  -0.20
H 3.22597 4.01791 0.67790  0.26
H -5.33356 1.66737 -3.20395  0.30
N 6.45557 1.63287 2.22619  -0.58
H -1.33478 -0.45728 -3.43980  0.13
H 5.43103 -4.48457 2.80300  0.34
H -7.59810 -0.24510 1.05154  0.28
H -10.18492 2.14523 2.55419  0.30
N -0.00224 -2.06776 -4.36729  -0.48
H 7.07763 -5.65044 4.09612  0.42
H 7.05968 0.92644 1.75332  0.37
H -8.10539 3.96612 -0.09740  0.38
H -4.34563 1.82472 -1.59095  0.08
H -2.02214 2.07972 -4.54647  0.26
H 11.45410 -4.63715 2.28109  0.39
H 10.14477 -1.78073 4.35403  0.30
C -10.40033 -1.13683 -0.06748  -0.26
H 11.90372 -2.09433 4.25196  0.34
C 1.53471 0.04964 0.82420  0.14
H 6.25211 2.46256 1.62486  0.31
H 4.43321 1.54603 3.25230  0.32
H 1.02723 2.87715 -2.32779  0.19
H 3.69487 -2.82285 -3.44652  0.31
C -10.00888 0.26986 -0.88305  0.36
H -1.05381 3.84338 -2.72902  0.46
H -1.67922 0.17048 -1.38242  0.00
C 5.14077 0.94051 2.50860  -0.51
H 1.55683 -3.55970 -4.97309  0.32
C 1.33983 2.58245 0.39749  0.31
O 10.77382 -2.75344 2.62824  -0.33
C 4.24704 0.63052 1.12906  0.49
H 5.26282 -0.13077 3.02126  0.14
H 7.08236 -1.02660 1.72413  -0.42
C 7.19467 -4.56698 4.00842  -0.76
C -11.14472 -2.41644 -0.79397  -0.43
C 2.47339 -0.97363 -2.34038  -0.18
H -9.44975 3.60692 -1.41267  0.26
H 1.67997 2.44333 1.53671  0.31
C -11.11137 -0.88683 -3.26413  -0.41
C 0.93744 -0.31372 -2.42261  0.15
F 0.02866 3.21104 0.44440  -0.36
H 2.77827 0.02394 2.76103  0.17
O 0.97888 -1.27961 0.52603  -0.38
N 8.62070 -4.23321 4.12740  -0.31
O 5.08619 -0.23560 0.28404  -0.61
C 6.44817 -4.07396 2.74606  -0.59
C -11.47720 -2.26129 -2.40316  -0.31
C 1.50349 1.15144 -0.38581  -1.17
H -2.81704 1.08794 -3.05255  0.02
H 11.14898 -0.84112 3.24584  0.23
C -0.70032 0.28643 -0.75786  -0.42
C -10.36692 0.38326 -2.48103  -0.19
H -12.02842 -3.18097 -2.91864  0.26
H -1.73699 2.78207 -1.33988  0.09
C -7.41424 2.74876 -1.98599  -0.44
O 6.28304 -2.65944 2.66578  -0.32
H 11.35030 -4.24227 4.00039  0.39
H -8.00547 1.10522 2.38489  0.30
C -0.35758 -1.20801 -0.08187  -0.72
H -7.18883 1.58155 -1.90455  0.23
H 2.95435 3.45832 -1.12635  0.30
H 2.55297 1.32445 -0.93047  0.59
H 8.99894 -4.58163 2.06481  0.14
C 10.84585 -4.12663 3.03545  -0.82
C -8.50820 3.15316 -0.83616  -0.63
H -6.73655 1.49316 1.01610  0.19
C 2.66866 -2.21703 -3.37673  -0.52
C 9.44892 -4.77037 3.04301  -0.16

No. 2
# C36H64N2O28S3

A 10-piece molecular cluster, C36H64N2O28S3 overall at a distorted geometry (ωB97M-V with the def2-TZVPD basis set, OMol25).

Computed properties:
* molar mass: 1069.095 g/mol
* multiplicity: 1
* structure (SMILES): O=[N+]([O-])c1ccccc1.O=[N+]([O-])c1ccccc1.CCOS(C)(=O)=O.CCOS(C)(=O)=O.CCOS(C)(=O)=O.COC(=O)OC.COC(=O)OC.COC(=O)OC.COC(=O)OC.COC(=O)OC
* E_HOMO: -10.137 eV
* E_tot: -131172.6852 eV

Last column: Mulliken charge in e.
Geometry (Å):
H 6.98300 -1.96202 -0.77224  0.40
O 5.87815 -6.17489 -3.77147  -0.59
C 4.96837 -8.71861 -5.19715  -0.29
C 2.33230 -5.74832 4.88912  -0.96
H -3.08187 10.57100 1.62569  0.43
C -6.12176 6.95767 -1.47230  -0.63
S 2.93920 -7.27542 4.10713  1.10
C -3.64128 5.85651 -7.15836  0.77
O 4.60039 1.32348 8.19828  -0.32
H 9.59325 2.18239 -0.84858  0.36
C -0.98344 2.94956 -2.12672  -0.62
O -8.21398 5.92634 1.08719  -0.31
H -4.50370 -6.84398 3.24479  0.20
O -2.87040 5.32168 -7.93850  -0.56
O -7.05178 6.89730 -0.37405  -0.30
H -4.98466 -1.18736 -4.87773  0.36
H 1.06937 1.31377 6.07053  0.22
H 1.45997 -1.63815 -0.20122  0.24
H -3.50668 -6.32579 1.77996  0.28
C 6.90023 0.19714 -1.22542  -0.10
H 2.45804 1.44226 4.96508  0.29
H 5.56992 -8.89057 -6.08970  0.35
O -0.31595 1.67737 0.30312  -0.57
C 5.92378 1.00628 8.53268  -0.66
S 5.85222 -7.41109 -3.01140  1.16
C -6.41369 -0.72793 -3.41671  -0.96
O -0.33495 1.70757 -2.08237  -0.28
H -3.94575 -0.96308 3.62827  0.27
O 5.90543 -8.70953 -4.08719  -0.34
H -9.14795 5.49971 2.99104  0.28
O -1.38002 9.41441 -0.06352  -0.57
C 1.19934 -0.61944 0.08585  -0.65
O -4.42547 -4.94978 2.88922  -0.29
H -2.88110 -6.13389 3.45528  0.28
O 2.92877 1.26035 6.98856  -0.33
C -3.63124 -2.88099 -3.08757  -0.90
H -4.65745 8.26989 4.94128  0.40
H -5.98159 -1.16318 -2.51562  0.24
H -1.72912 6.51706 2.46753  0.46
H -3.74572 -1.15586 1.82292  0.26
C -1.91497 7.26243 -6.12188  -0.61
O -4.91920 5.63588 -7.02110  -0.29
H -3.29279 6.37497 4.21265  0.39
C 7.61283 1.43830 -1.24244  -0.14
H -0.29313 3.68039 -1.70546  0.30
H -5.10404 6.66671 -1.21214  0.28
O 6.78425 -7.70719 -1.92886  -0.58
H -1.99011 2.88946 -1.71309  0.29
O -4.74685 -2.69027 2.69080  -0.29
C 2.07110 0.94298 5.85338  -0.62
C 8.78420 -0.94358 -0.29714  -0.14
C 5.99828 -5.01604 4.04039  -0.98
H 5.87075 0.20170 -1.55182  0.46
O 5.82926 2.80450 -2.20777  -0.53
O 4.45125 -0.24942 6.61669  -0.60
H -6.21571 7.96268 -1.88365  0.24
H 3.92042 -6.78926 -1.61562  0.35
H 4.36074 -10.80158 -4.92270  0.30
H 5.21683 -6.53551 5.29513  0.33
H 6.26992 1.52227 9.42824  0.25
H -7.52301 5.26708 3.12740  0.28
C 4.15408 -7.55228 -2.35811  -0.94
H -2.74264 -3.49059 -2.92362  0.38
C -3.97541 9.61081 3.28920  -0.39
H 3.35830 -9.68585 -4.01775  0.24
C -5.51671 4.52414 -7.79170  -0.60
H -5.20541 -0.64578 2.36709  0.26
H -7.48942 -0.88232 -3.33266  0.32
H -4.56080 10.49013 3.51396  0.40
C 4.02401 0.69640 7.23558  0.88
C -7.14105 5.77328 0.33860  0.81
O -3.26745 6.80397 -6.21542  -0.29
O -6.02564 -2.88182 -4.37998  -0.34
O 1.94056 -7.56213 3.03319  -0.59
H -1.34219 6.57282 -5.50181  0.25
H 2.93457 -5.61937 5.78842  0.33
H -3.29596 -1.87118 -3.32410  0.32
H 6.00827 -0.02765 8.86724  0.30
N -1.25302 8.55356 0.79019  0.94
H 3.89843 -8.48656 -1.85826  0.35
O 4.30521 -6.58746 3.42364  -0.27
H 2.04973 -0.09781 0.52501  0.29
H -1.14443 3.19334 -3.17685  0.23
O -0.34312 7.72897 0.79300  -0.57
H 1.32254 -5.94256 5.25069  0.40
C -2.35001 7.37533 2.67796  -0.35
C 5.41355 -6.47549 4.22472  -0.33
H 5.35374 -4.32946 4.58928  0.25
H -5.06090 3.57686 -7.50360  0.28
O -2.59495 -3.59377 2.52994  -0.55
N 7.07323 2.69730 -1.88727  0.83
C 3.91302 -9.80810 -4.94804  -0.98
H -6.36515 6.27286 -2.28464  0.30
O -3.79242 -3.24757 -5.70934  -0.57
O 0.66083 0.00302 -1.02739  -0.28
H 6.61627 1.18048 7.70916  0.29
C 7.51184 -1.02342 -0.84812  -0.72
H 2.04299 -0.13259 5.67883  0.30
H 9.22985 -1.90323 -0.08062  0.34
C 9.50748 0.24078 -0.25865  -0.59
H 7.01206 -5.14832 4.41835  0.33
H 4.39308 -7.79886 -5.30292  0.31
H 6.15671 -7.25274 4.04666  0.37
H 3.13399 -9.93845 -5.69920  0.36
H -6.58652 4.43197 -7.60435  0.23
O 3.27531 -8.21307 5.21787  -0.58
H 0.44121 -0.78317 0.85170  0.31
H 5.98003 -4.66318 3.00924  0.27
C -3.76953 -6.15680 2.82421  -0.57
C -2.24548 8.54326 1.91094  0.13
O 7.89616 3.61165 -2.09277  -0.52
H 3.40577 -7.43645 -3.14215  0.31
H 10.47206 0.32292 0.22013  0.38
C 8.97177 1.29938 -0.82732  -0.03
H -6.09362 0.30965 -3.51195  0.31
C -4.39120 -1.29441 2.69024  -0.57
H -4.33409 -2.96855 -2.25905  0.28
C -5.99396 -1.49411 -4.60330  -0.35
H -1.41954 7.37551 -7.08616  0.31
H 2.14090 -4.90741 4.22254  0.33
O -4.67613 -5.03418 -4.12205  -0.59
C -4.07553 8.38513 4.03880  -0.46
O -6.41645 4.79472 0.31881  -0.59
C -0.00348 1.19820 -0.83754  0.74
C -3.32582 7.28998 3.63987  -0.48
H -5.30264 4.73456 -8.83956  0.29
H -1.97744 8.25605 -5.67809  0.23
C -8.30583 5.18823 2.37304  -0.66
H -6.64835 -1.24685 -5.43920  0.36
C -3.81172 -3.72581 2.62318  0.71
S -4.52919 -3.63987 -4.51027  1.14
H -8.33191 4.12258 2.14540  0.29
C -3.07467 9.66300 2.21039  -0.33

Number 1: LUMO -0.11966 hartree. Number 2: LUMO -0.02902 hartree.